# C6H14O4V

A molecular structure, C6H14O4V in a non-equilibrium geometry (ωB97M-V/def2-TZVPD, OMol25).

Atoms and positions in Å:
V 0.00000 0.00000 0.00000
C -1.83270 -1.60269 1.20037
O -1.73347 -0.90394 0.15489
C -2.05718 -1.18828 -1.08822
C -1.40215 -0.29702 -2.18184
O -0.06066 -0.07324 -1.92369
C 0.80189 -1.13753 -2.23936
C 1.87944 -1.30916 -1.15468
O 1.04718 -1.66469 0.10332
C 2.16348 -1.09947 1.12048
H -2.80552 -2.12868 1.21990
H -1.70265 -1.09695 2.17896
H -0.99796 -2.31012 1.05486
H -3.14591 -1.24424 -1.28294
H -1.62817 -2.20391 -1.15817
H -1.93193 0.67903 -2.20150
H -1.54589 -0.75179 -3.18861
H 1.28934 -0.96404 -3.22027
H 0.24947 -2.09982 -2.29754
H 2.52971 -0.38546 -1.20336
H 2.50976 -2.19428 -1.40018
H 3.12050 -1.67882 1.06320
H 1.71541 -1.31557 2.10904
H 2.39843 0.00163 1.09241
O 0.05968 0.10185 1.60928

Forces on atoms 1 to 6 (eV/Å):
V 1.636 3.214 3.082
C -0.935 -6.041 5.266
O -1.188 8.879 -3.138
C -0.768 -3.286 -3.082
C -2.551 -0.048 -0.286
O 0.407 0.416 -2.723

**Max |F|**: 0.185 Eh/bohr
**E_tot**: -1481.634602 a.u.
**Multiplicity**: 2
**<S²>**: 0.78
**HOMO-LUMO gap (spin up / spin down)**: 4.4 / 4.8 eV

natural (NBO) population analysis, charges in e, atoms 1 to 4:
1 V 0.63
2 C -0.23
3 O -0.55
4 C -0.08



# C15H18N10O12Sr

A molecular structure, C15H18N10O12Sr (ωB97M-V/def2-TZVPD, OMol25).

Atoms and positions in Å:
Sr 0.90690 1.00291 0.94158
N 0.47467 4.09433 1.29833
N -0.58335 4.36404 2.17888
C -1.03188 3.38649 2.99715
N -2.06744 3.66272 3.77637
N -0.36055 2.23618 2.91184
N -0.70797 1.14619 3.63013
O -1.51788 1.15401 4.54168
O -0.10625 0.13377 3.24126
H 1.12071 4.87281 1.31803
H 0.11765 3.96154 0.35292
H -1.24102 5.08341 1.90791
H -2.53438 4.54951 3.69817
H -2.44745 2.93490 4.36420
O -5.23793 2.02181 -4.34783
N -4.21674 1.36976 -4.46415
O -4.00893 0.58217 -5.36277
C -3.15634 1.59519 -3.48902
C -1.98056 0.89605 -3.59530
C -0.96192 1.10648 -2.68487
C -1.07535 2.05907 -1.62913
O -0.20312 2.33874 -0.75455
C -2.34999 2.71436 -1.59060
C -3.36957 2.50512 -2.46101
N -2.50218 3.62827 -0.46131
O -1.98447 4.72648 -0.53648
O -3.09655 3.22705 0.51808
N 0.24213 0.30535 -2.83855
O 0.28032 -0.49217 -3.75289
O 1.16658 0.44909 -2.05318
H -1.85479 0.17836 -4.38978
H -4.31428 3.02384 -2.37511
C 2.43351 -2.96499 -2.16705
C 1.44099 -3.62261 -1.21162
C 1.70234 -3.29829 0.27581
C 0.70286 -4.05974 1.16566
C 0.87264 -3.75716 2.65401
C 3.10470 -3.76769 0.61729
O 3.43414 -4.93119 0.57202
N 3.99958 -2.78551 0.97160
C 3.75004 -1.41657 1.09168
O 4.65903 -0.68373 1.43169
N 2.48590 -0.96852 0.82651
C 1.49832 -1.80149 0.47662
O 0.34272 -1.33469 0.29431
H 2.14128 -3.14555 -3.20162
H 3.44343 -3.36179 -2.03074
H 2.46656 -1.88210 -2.02759
H 1.47470 -4.70757 -1.31246
H 0.42457 -3.29695 -1.43506
H 0.84640 -5.12269 0.97420
H -0.29935 -3.78987 0.83560
H 1.86945 -4.03538 3.00713
H 0.14759 -4.31714 3.24714
H 0.71697 -2.69585 2.86360
H 4.94357 -3.07076 1.19129

Forces on atoms 1 to 6 (eV/Å):
Sr 0.281 -0.091 -0.321
N 0.128 0.049 -0.057
N 0.066 0.024 0.012
C 0.098 -0.100 -0.141
N -0.157 -0.123 0.133
N 0.068 0.152 -0.198

**Max |F|**: 0.012 Eh/bohr
**E_tot**: -2063.409096 a.u.
**HOMO-LUMO gap**: 8.6 eV

natural (NBO) population analysis, charges in e, atoms 1 to 4:
1 Sr 1.85
2 N -0.68
3 N -0.42
4 C 0.64



# C21H58FN4O8

9 unconnected molecules or ions with the total composition C21H58FN4O8 in a non-equilibrium geometry (ωB97M-V/def2-TZVPD, OMol25).

Atoms and positions in Å:
N 2.25899 2.62713 4.16602
C 1.21867 3.20819 3.47854
N 0.37083 4.37613 3.93311
C -0.61102 4.54664 2.77938
N -0.41032 3.55544 1.64900
N 0.67278 2.78802 2.12869
C 1.18956 1.65375 1.22014
C 2.25514 2.32230 0.17287
C 3.74062 1.63586 0.14318
F 3.81451 0.25939 0.68497
H 3.25848 2.73803 3.81614
H 2.07348 2.01621 5.01808
H -1.44169 5.38835 2.72665
H -0.93455 3.43274 0.73694
H 0.28161 1.22998 0.58232
H 1.59912 0.76444 1.85863
H 2.41323 3.45590 0.50492
H 1.71291 2.37828 -0.87568
H 4.47642 2.36854 0.69428
H 4.06649 1.59101 -1.00345
C -3.53872 0.14315 2.53437
C -2.44268 1.04691 2.00897
O -2.17798 0.74676 0.64658
H -3.24824 -0.90837 2.44085
H -3.75167 0.35871 3.58521
H -4.45842 0.27219 1.95446
H -1.51932 0.89892 2.57688
H -2.73089 2.09970 2.08710
H -3.00178 0.88949 0.14959
C -1.49677 -2.32940 -0.06794
C -1.34043 -3.52819 0.84451
O -2.24944 -3.43247 1.93117
H -1.31335 -1.40063 0.48213
H -0.79955 -2.38563 -0.90865
H -2.51756 -2.27118 -0.45959
H -0.32553 -3.57021 1.25097
H -1.53493 -4.46017 0.30495
H -3.14803 -3.40439 1.56001
C 2.28309 -6.33571 0.22370
C 1.09372 -6.82446 -0.57669
O 0.51489 -5.74433 -1.29401
H 1.97905 -5.55165 0.92487
H 2.73808 -7.15577 0.78635
H 3.03982 -5.89760 -0.43525
H 0.33061 -7.24135 0.08729
H 1.39191 -7.59961 -1.28927
H 1.19801 -5.38664 -1.88683
C -7.38340 3.05998 4.28941
C -6.03161 3.23654 3.62941
O -5.83701 2.23102 2.64587
H -7.45777 2.07222 4.75592
H -7.54710 3.82488 5.05375
H -8.18734 3.12367 3.54885
H -5.23017 3.15028 4.36918
H -5.95418 4.21695 3.14948
H -6.54880 2.32164 1.98925
C 2.46436 -0.35187 -4.18902
C 2.73197 0.79729 -3.23932
O 4.12430 1.07163 -3.19004
H 3.00328 -1.24944 -3.86848
H 1.39555 -0.57906 -4.23492
H 2.81745 -0.11151 -5.19716
H 2.39775 0.54453 -2.22866
H 2.20684 1.70216 -3.56024
H 4.40945 1.30325 -4.09063
C 7.01591 -1.42240 -1.06438
C 7.77570 -0.48230 -1.97708
O 7.58590 -0.86275 -3.33189
H 7.35494 -2.45383 -1.20598
H 7.15560 -1.14546 -0.01563
H 5.94557 -1.40468 -1.29429
H 8.84714 -0.51949 -1.75883
H 7.43341 0.54940 -1.85073
H 6.63228 -0.81821 -3.51800
C -8.03499 -2.35325 3.83807
C -7.52110 -0.93246 3.73143
O -8.49969 -0.02503 4.21643
H -8.96030 -2.47180 3.26485
H -7.29390 -3.06514 3.46378
H -8.27033 -2.60306 4.87779
H -7.30805 -0.67963 2.68851
H -6.60296 -0.80248 4.31251
H -8.67554 -0.25263 5.14557
C 4.03582 2.64826 -8.73114
C 4.19216 1.44946 -7.81869
O 3.28315 1.54519 -6.73203
H 4.21924 3.57702 -8.18107
H 4.73305 2.59203 -9.57185
H 3.01503 2.70647 -9.12279
H 5.20706 1.40745 -7.41223
H 3.99766 0.51749 -8.35825
H 2.38456 1.57327 -7.10319

Forces on atoms 1 to 6 (eV/Å):
N 0.263 -0.361 -0.402
C -4.766 2.703 -2.644
N -1.398 -3.303 -6.579
C 2.432 -2.010 0.453
N 1.743 2.923 6.197
N 0.642 -0.687 1.314

**Net charge**: +1
**Max |F|**: 0.146 Eh/bohr
**E_tot**: -1755.215237 a.u.
**HOMO-LUMO gap**: 7.6 eV

Löwdin population analysis, charges in e, atoms 1 to 4:
1 N 0.11
2 C -0.23
3 N 0.12
4 C 0.02



# C4H8NO

2 unconnected molecules or ions with the total composition C4H8NO in a non-equilibrium geometry (ωB97M-V/def2-TZVPD, OMol25).

Atoms and positions in Å:
C 1.09766 -0.29296 0.24940
C 2.03035 0.38582 -0.66354
C -1.66853 -0.75383 0.79942
C -1.89814 0.14862 -0.20161
N 0.51079 0.43248 -0.60538
O 2.78728 1.40781 -0.25603
H 0.92165 -0.65156 1.23143
H 2.27722 -0.16652 -1.49862
H -0.85412 -1.46654 0.50783
H -1.62768 -0.50324 1.89600
H -2.48111 -1.45352 0.78746
H -1.93970 1.24265 -0.03287
H -2.29524 -0.24374 -1.18802
H 3.13955 1.91454 -1.02548

Forces on atoms 1 to 6 (eV/Å):
C 0.903 2.399 -1.258
C -0.852 -0.384 1.159
C 0.680 -2.194 3.409
C -0.038 2.452 -2.699
N -1.590 -0.832 1.081
O 0.127 0.842 -0.559

**Net charge**: +1
**Max |F|**: 0.080 Eh/bohr
**E_tot**: -286.763346 a.u.
**HOMO-LUMO gap**: 8.0 eV

natural (NBO) population analysis, charges in e, atoms 1 to 4:
1 C 0.05
2 C 0.24
3 C -0.81
4 C 0.16